136
Properties=species:S:1:pos:R:3:forces:R:3 method="wB97M-V/def2-TZVPD" homo_energy_ev=-8.97 de_lowest_kcal_mol=0.0 smiles="CCCOc1c(CP(=O)(O)O)c(CC(N)(N)N)c2c(c1CCCI)C(=O)c1c([PH2]=S)c(Cl)c([C@H](Cl)CC)c(P(=O)(O)O)c1C2=O.CCOC(=O)C(F)(F)F.CCOC(=O)C(F)(F)F.CCOC(=O)C(F)(F)F.CCOC(=O)C(F)(F)F" energy_ev=-188187.997 charge=0 orbital_gap_ev=7.81
C 6.525989 1.425756 -2.994490 -0.038 0.265 0.154
C 5.550564 2.020057 -4.002115 -0.099 0.075 0.435
C 4.136233 1.451921 -3.929374 0.256 0.165 -0.520
O 3.239982 2.471483 -3.448563 -0.244 -0.194 0.129
C 2.103983 1.997445 -2.832726 -0.201 -0.094 0.093
C 0.890415 1.980463 -3.532810 0.081 0.082 0.140
C 0.950658 2.432847 -4.968510 0.221 -0.156 -0.427
P 1.053433 1.004424 -6.080928 -0.116 -0.360 0.863
O 0.970126 -0.277872 -5.369157 0.054 -0.221 -0.126
O 2.430209 1.138071 -6.888471 -0.082 0.033 -0.174
O -0.086408 1.193904 -7.190044 0.280 0.241 -0.020
C -0.301703 1.523583 -2.928611 0.298 -0.003 -0.052
C -1.638413 1.468340 -3.660811 0.562 0.455 0.093
C -2.262018 2.793788 -4.260210 -0.893 -0.204 -0.287
N -1.635095 3.999082 -3.717926 0.175 -0.045 0.147
N -3.677029 2.880002 -3.880762 0.247 0.584 -0.071
N -2.317483 2.723379 -5.725032 0.829 -0.133 0.395
C -0.177400 1.033047 -1.622190 -0.006 0.306 0.053
C 1.055218 1.031498 -0.950366 -0.047 0.353 0.044
C 2.213451 1.558344 -1.507221 -0.290 -0.236 -0.275
C 3.523136 1.659887 -0.784405 0.163 0.380 -0.315
C 4.036437 3.102023 -0.660389 0.171 -0.259 0.561
C 3.156002 3.898801 0.310436 0.140 -0.376 -0.408
I 2.682690 5.826301 -0.473419 -0.072 -0.022 0.208
C 1.070282 0.403844 0.393976 -0.628 0.259 -0.612
O 1.939366 -0.336674 0.761497 0.826 -0.621 0.287
C -0.117167 0.668220 1.253485 -0.126 0.178 0.268
C 0.016801 0.848655 2.624814 -0.241 -0.733 0.149
P 1.624526 0.848972 3.505857 0.369 1.632 0.259
S 2.202278 2.676775 3.926703 -0.252 -0.051 -0.284
C -1.159124 1.039142 3.356970 0.611 -0.006 0.099
Cl -0.965522 1.263009 5.075032 -0.025 -0.045 -0.022
C -2.425765 1.065267 2.780431 -0.391 -0.056 -0.158
C -3.593941 1.269209 3.725300 -0.469 0.262 -0.114
Cl -4.890149 0.048020 3.505195 0.124 -0.071 -0.027
C -4.134924 2.718783 3.739352 0.364 -0.070 0.269
C -3.559220 3.500609 4.919584 0.098 -0.335 -0.084
C -2.538752 0.917258 1.376268 0.450 0.425 0.126
P -4.122332 0.948311 0.466895 -0.776 -1.590 0.037
O -4.643483 -0.396790 0.300835 -0.002 -0.034 -0.123
O -5.186795 1.902563 1.178143 0.377 0.381 -0.035
O -3.853545 1.704031 -0.921301 0.338 0.663 0.407
C -1.363006 0.708678 0.632830 -0.109 0.175 -0.094
C -1.305008 0.399763 -0.860877 0.688 0.591 0.302
O -2.034923 -0.400404 -1.357316 -0.886 -0.747 -0.305
H 7.536840 1.761960 -3.202118 0.198 -0.108 -0.098
H 6.300175 1.789665 -1.995310 -0.098 -0.034 0.189
H 6.502413 0.339641 -2.959418 0.057 -0.142 -0.151
H 5.935836 1.937306 -5.012850 0.057 -0.128 -0.166
H 5.462128 3.083835 -3.789816 0.011 0.180 -0.149
H 4.078098 0.550433 -3.325628 -0.060 -0.040 0.270
H 3.824001 1.180050 -4.930730 -0.232 -0.102 -0.173
H 0.139972 3.081860 -5.246659 -0.396 0.065 -0.078
H 1.862766 2.997104 -5.135624 0.158 0.110 0.046
H 2.766312 0.236517 -6.999424 0.229 0.062 -0.028
H 0.025963 0.495072 -7.849490 -0.305 0.045 -0.160
H -1.554586 0.691841 -4.421049 -0.083 -0.028 -0.239
H -2.370418 1.104166 -2.960365 -0.137 -0.186 0.092
H -2.362808 4.562355 -3.299203 -0.051 0.073 0.004
H -1.236186 4.583597 -4.439141 0.138 -0.075 -0.085
H -3.771164 2.862709 -2.880209 -0.206 -0.373 0.174
H -4.199530 2.129185 -4.306911 -0.049 -0.117 0.100
H -1.647220 2.049398 -6.058658 -0.070 -0.067 -0.283
H -2.073286 3.610660 -6.146350 -0.289 0.097 -0.031
H 3.476692 1.242059 0.206572 -0.234 -0.151 0.211
H 4.257179 1.056219 -1.307624 0.214 -0.082 -0.075
H 5.032384 3.031706 -0.229395 0.205 0.107 0.006
H 4.153238 3.584034 -1.619709 -0.190 0.041 -0.190
H 2.227162 3.370320 0.484946 -0.384 0.198 -0.085
H 3.619426 4.000448 1.279982 0.120 0.346 0.159
H 2.580116 0.214646 2.718262 -0.274 -0.472 0.177
H 1.426759 0.129115 4.686917 -0.084 -0.565 -0.323
H -3.251210 1.065143 4.723977 0.072 -0.162 0.129
H -5.215416 2.720380 3.795846 -0.203 -0.170 -0.121
H -3.822413 3.199069 2.816887 -0.138 0.234 -0.113
H -3.590776 2.904678 5.828052 -0.127 -0.090 0.147
H -2.511808 3.717229 4.735864 0.124 0.311 0.076
H -4.120030 4.407617 5.114679 0.064 0.244 -0.136
H -5.035041 2.849421 1.070914 -0.151 -0.009 0.156
H -3.835213 2.652787 -0.730365 0.142 0.067 -0.436
C 5.179517 1.753260 5.702316 -0.012 0.002 -0.177
C 5.989911 0.560679 5.241662 -0.106 0.092 0.616
O 6.008854 0.469609 3.802124 0.073 -0.091 -0.214
C 6.885793 1.245586 3.184001 -0.154 -0.078 0.362
O 7.656792 2.004284 3.688268 0.123 0.070 -0.122
C 6.797430 1.012008 1.666403 0.009 0.022 -0.227
F 5.520146 0.963733 1.261577 0.093 -0.029 0.033
F 7.379018 -0.147206 1.333223 -0.019 -0.018 0.067
F 7.407927 1.986762 0.999646 -0.027 0.016 0.032
H 4.172561 1.721677 5.284364 0.120 -0.029 0.121
H 5.109023 1.761430 6.789430 0.043 -0.041 0.036
H 5.636007 2.687749 5.378912 0.064 0.004 0.037
H 5.537075 -0.367633 5.583235 -0.030 -0.060 -0.179
H 7.009050 0.594258 5.623809 0.080 0.049 -0.169
C -5.656110 -3.492947 5.042682 -0.105 0.287 0.078
C -5.422386 -4.211479 6.351802 0.077 -0.327 -0.464
O -5.354604 -3.280468 7.451995 0.046 0.022 0.170
C -6.512488 -2.874575 7.945513 0.105 -0.222 -0.245
O -7.603641 -3.198732 7.583534 -0.105 0.075 0.091
C -6.260317 -1.921120 9.126997 -0.017 0.189 0.106
F -5.304932 -1.029142 8.839276 -0.022 -0.013 0.017
F -5.867014 -2.619136 10.201756 0.012 -0.016 -0.017
F -7.368375 -1.258826 9.441973 0.005 -0.029 -0.008
H -4.895318 -2.728446 4.887690 0.064 -0.081 -0.054
H -5.621093 -4.195967 4.211526 0.047 -0.025 0.011
H -6.626540 -2.996754 5.035269 -0.045 -0.085 0.006
H -4.459527 -4.718105 6.342289 0.067 0.122 0.145
H -6.189160 -4.960403 6.545354 -0.103 0.125 0.117
C -0.590681 -3.103499 -5.005303 -0.133 0.023 -0.309
C -0.218983 -4.562561 -5.136583 0.045 0.226 0.542
O -0.666881 -5.103804 -6.398173 0.006 -0.156 -0.095
C 0.103575 -4.860520 -7.443364 0.010 0.073 0.341
O 1.127252 -4.242772 -7.457777 0.047 0.005 -0.153
C -0.491725 -5.538464 -8.690293 -0.093 -0.007 -0.200
F -1.811250 -5.338218 -8.771160 0.036 -0.010 -0.010
F -0.271719 -6.859116 -8.641129 0.003 0.002 0.023
F 0.071706 -5.061835 -9.796798 0.014 -0.006 0.026
H -1.664607 -2.969516 -5.145310 -0.019 -0.059 0.119
H -0.315695 -2.726602 -4.021296 0.024 0.006 0.008
H -0.081204 -2.498362 -5.751409 0.113 0.026 0.095
H -0.715611 -5.158556 -4.373800 -0.111 -0.108 -0.154
H 0.854255 -4.713927 -5.028983 0.033 0.003 -0.198
C -0.653954 -4.731294 0.048615 -0.100 0.263 0.110
C -0.369009 -5.470894 1.337846 0.080 -0.306 -0.476
O -0.288856 -4.558342 2.451612 0.031 0.047 0.179
C -1.444102 -4.186504 2.978305 0.031 -0.162 -0.304
O -2.536063 -4.529632 2.639767 -0.119 0.041 0.143
C -1.187019 -3.238198 4.158002 0.043 0.623 0.451
F -0.258154 -2.312325 3.859958 0.117 -0.161 -0.078
F -0.759003 -3.927952 5.225089 0.021 -0.033 -0.132
F -2.282639 -2.571459 4.512362 -0.129 -0.236 -0.119
H 0.091150 -3.951951 -0.115787 0.066 -0.064 -0.029
H -0.632172 -5.422481 -0.793009 0.016 -0.037 0.010
H -1.632643 -4.252868 0.077292 -0.037 -0.067 -0.010
H 0.601813 -5.959296 1.294016 0.063 0.114 0.148
H -1.118307 -6.235188 1.538253 -0.098 0.114 0.103